(1)
Below is a molecular structure, CH2Cl4Si, with properties calculated with ωB97M-V/def2-TZVPD.

Last column: Mulliken charge in e.
CARTESIAN COORDINATES (ANGSTROEM)
C: 0.936 0.743 -0.238  0.062
Si: -0.976 -0.613 0.182  0.664
Cl: -3.239 -0.985 0.187  -0.299
Cl: 2.112 -0.567 -0.395  -0.131
Cl: 0.988 1.838 -1.652  -0.130
Cl: 1.491 1.570 1.226  -0.128
H: -0.908 -0.425 1.611  -0.034
H: -0.404 -1.560 -0.921  -0.004

Properties
Net charge ... 0
HOMO-LUMO gap ... 8.4 eV
Largest force on an atom ... 0.0521 hartree/bohr
E_tot ... -59035.336 eV
Highest occupied orbital energy ... -10.0 eV

---

(2)
Below is a molecular structure, C18H29B2BeBr3CaF5LiNO8, with properties calculated with ωB97M-V/def2-TZVPD.

Last column: Mulliken charge in e.
CARTESIAN COORDINATES (ANGSTROEM)
C: -3.448 2.792 2.410  -1.203
C: -4.243 1.560 2.896  -0.522
C: -4.503 0.666 1.685  -1.087
O: -3.318 0.079 1.211  -0.839
B: -3.197 -1.345 1.398  1.048
Br: -3.415 -1.891 3.397  -0.399
O: -3.989 -2.183 0.499  0.119
C: -3.143 -2.405 -0.602  -0.823
Br: -3.743 -3.666 -1.994  -0.106
C: -1.737 -2.607 -0.019  1.259
C: -0.601 -2.005 -0.907  -1.281
O: -0.700 -0.612 -0.863  -0.221
C: 0.441 0.027 -0.307  -0.450
C: -0.011 1.389 0.277  -0.039
O: 0.563 1.679 1.532  -0.480
C: 0.053 0.848 2.569  0.637
C: -0.168 1.645 3.856  -1.509
C: -1.462 -3.858 0.750  0.376
C: -2.459 -4.449 1.535  -0.086
C: -2.283 -5.570 2.330  -0.847
N: -1.071 -6.176 2.391  -1.000
C: -0.107 -5.619 1.576  -0.869
C: -0.212 -4.520 0.763  -0.391
O: -1.810 -1.650 1.036  -0.409
H: -2.424 2.809 2.795  0.508
H: -3.987 3.703 2.742  0.252
H: -3.402 2.802 1.312  0.647
H: -5.204 1.892 3.294  0.393
H: -3.691 1.040 3.673  0.123
H: -4.872 1.334 0.828  0.293
H: -5.303 -0.068 1.837  0.534
H: -3.062 -1.425 -1.086  0.848
H: 0.385 -2.355 -0.602  0.641
H: -0.766 -2.281 -1.955  0.271
H: 1.126 0.263 -1.126  0.273
H: 0.944 -0.553 0.470  0.318
H: 0.248 2.171 -0.437  0.542
H: -1.109 1.352 0.301  -0.159
H: 0.787 0.052 2.746  0.290
H: -0.883 0.375 2.259  -0.261
H: 0.718 1.585 4.486  0.375
H: -0.408 2.681 3.618  0.295
H: -0.995 1.212 4.424  0.314
H: -3.437 -3.982 1.532  0.682
H: -3.112 -5.941 2.918  0.463
H: 0.878 -6.134 1.588  0.615
H: 0.619 -4.170 0.168  0.528
C: 4.729 2.349 -4.041  -0.556
O: 5.172 2.941 -2.800  -0.330
C: 4.873 2.228 -1.737  0.832
O: 4.292 1.169 -1.736  -0.567
O: 5.315 2.873 -0.647  -0.329
C: 5.051 2.201 0.578  -0.398
H: 5.022 3.009 -4.847  0.230
H: 5.202 1.383 -4.192  0.287
H: 3.645 2.250 -4.041  0.264
H: 5.545 1.230 0.600  0.278
H: 3.977 2.083 0.732  0.063
H: 5.456 2.822 1.372  0.238
Be: -6.303 2.427 1.163  0.026
B: 6.560 2.464 -7.554  0.634
F: 6.905 3.677 -8.146  -0.326
F: 6.442 1.460 -8.579  -0.248
F: 7.552 2.086 -6.646  -0.378
F: 5.331 2.582 -6.895  -0.373
Ca: 0.044 -5.064 3.710  1.528
F: 5.528 2.916 -10.157  -0.150
Br: -5.883 -2.520 -1.209  -0.338
Li: -2.937 4.941 1.867  0.950

Properties
Net charge ... +1
HOMO-LUMO gap ... 1.0 eV
Largest force on an atom ... 0.0810 hartree/bohr
E_tot ... -281103.777 eV
Highest occupied orbital energy ... -8.2 eV

---

(3)
Below is a molecular structure, C23H16AsO6Pb, with properties calculated with ωB97M-V/def2-TZVPD.

Last column: Mulliken charge in e.
CARTESIAN COORDINATES (ANGSTROEM)
O: 0.013 2.539 -5.559  -0.290
C: 0.017 1.832 -4.654  -0.642
Pb: 0.023 0.666 -3.217  5.264
O: 0.013 2.942 -1.261  -0.322
C: 0.017 2.069 -2.010  -0.984
C: 0.031 -0.964 -4.584  -0.412
O: -0.056 -2.126 -4.282  -0.367
C: 1.861 0.484 -3.368  -0.523
O: 3.003 0.400 -3.469  -0.205
C: -1.813 0.467 -3.367  -0.497
O: -2.954 0.372 -3.466  -0.210
H: 0.123 -0.685 -5.661  0.326
O: 0.033 -0.615 -1.584  -0.739
As: 0.051 -0.411 0.081  1.270
C: -0.408 1.353 0.803  -0.011
C: -1.705 1.871 0.653  -0.087
C: -2.027 3.124 1.190  -0.772
C: -1.061 3.862 1.882  -0.455
C: 0.227 3.345 2.046  -0.717
C: 0.551 2.093 1.516  -0.226
C: -1.366 -1.475 0.866  0.004
C: -2.263 -2.198 0.076  -0.334
C: -3.319 -2.891 0.680  -0.604
C: -3.477 -2.858 2.070  -0.460
C: -2.579 -2.136 2.860  -0.735
C: -1.525 -1.445 2.259  -0.293
C: 1.848 -0.862 0.673  0.242
C: 2.057 -1.866 1.626  -0.483
C: 3.350 -2.132 2.090  -0.635
C: 4.436 -1.399 1.600  -0.495
C: 4.230 -0.401 0.643  -0.894
C: 2.939 -0.131 0.182  -0.242
H: -2.459 1.307 0.119  0.474
H: -3.025 3.526 1.070  0.434
H: -1.308 4.832 2.294  0.427
H: 0.974 3.914 2.585  0.435
H: 1.551 1.711 1.658  0.449
H: -2.157 -2.210 -1.001  0.416
H: -4.022 -3.443 0.071  0.420
H: -4.300 -3.385 2.536  0.401
H: -2.703 -2.102 3.935  0.411
H: -0.843 -0.871 2.874  0.443
H: 1.221 -2.427 2.022  0.441
H: 3.510 -2.899 2.836  0.417
H: 5.435 -1.600 1.964  0.406
H: 5.069 0.171 0.267  0.424
H: 2.784 0.655 -0.545  0.529

Properties
Net charge ... +1
HOMO-LUMO gap (alpha / beta) ... 6.1 / 5.8 eV
Largest force on an atom ... 0.3268 hartree/bohr
E_tot ... -102455.082 eV
Highest occupied orbital energy (alpha / beta) ... -10.0 / -10.1 eV

---

(4)
Below is C20H28N2 in the gas phase, with properties calculated with ωB97M-V/def2-TZVPD.

Last column: Mulliken charge in e.
CARTESIAN COORDINATES (ANGSTROEM)
H: 1.280 -3.323 1.423  0.232
N: 1.738 -2.416 1.469  -0.857
C: 1.383 -1.614 0.535  0.439
C: 0.438 -1.863 -0.523  0.669
C: 0.106 -0.922 -1.436  0.846
N: 0.652 0.331 -1.470  0.243
C: 0.089 1.355 -2.328  -1.530
C: -0.827 2.302 -1.539  -0.773
C: -1.989 1.556 -0.883  0.789
C: -2.568 2.313 0.308  -1.025
C: -3.635 1.515 1.061  -1.046
C: -3.183 0.133 1.544  -0.240
C: -1.911 0.150 2.389  0.070
C: -1.572 -1.241 2.910  -1.338
C: 1.608 0.655 -0.516  0.703
C: 2.249 1.900 -0.520  -0.990
C: 3.197 2.217 0.429  -0.695
C: 3.540 1.306 1.419  -0.805
C: 2.932 0.072 1.429  -0.444
C: 1.973 -0.275 0.477  0.388
C: -0.875 -1.461 -2.444  -1.110
C: -1.368 -2.762 -1.791  -0.867
C: -0.276 -3.159 -0.787  -1.305
H: -0.476 0.869 -3.123  0.541
H: 0.896 1.918 -2.804  0.451
H: -1.197 3.079 -2.210  0.500
H: -0.239 2.787 -0.758  0.475
H: -2.777 1.365 -1.616  0.298
H: -1.622 0.596 -0.524  -0.628
H: -3.008 3.254 -0.033  0.456
H: -1.758 2.564 0.996  0.434
H: -3.953 2.104 1.924  0.391
H: -4.506 1.385 0.414  0.367
H: -3.033 -0.528 0.688  -0.166
H: -3.993 -0.297 2.139  0.497
H: -1.068 0.510 1.796  0.035
H: -2.043 0.834 3.230  0.382
H: -0.640 -1.225 3.468  0.371
H: -1.454 -1.935 2.080  0.141
H: -2.362 -1.614 3.559  0.443
H: 2.023 2.636 -1.275  0.281
H: 3.673 3.187 0.395  0.416
H: 4.278 1.562 2.164  0.399
H: 3.171 -0.675 2.169  0.481
H: -1.708 -0.789 -2.653  0.248
H: -0.355 -1.663 -3.386  0.414
H: -1.558 -3.542 -2.525  0.364
H: -2.299 -2.567 -1.257  0.274
H: -0.696 -3.598 0.121  0.467
H: 0.416 -3.889 -1.217  0.316

Properties
Net charge ... 0
HOMO-LUMO gap ... 8.3 eV
Largest force on an atom ... 0.0111 hartree/bohr
E_tot ... -24175.529 eV
Highest occupied orbital energy ... -7.5 eV

---

(5)
Below is 3 unconnected molecules or ions with the total composition C22H42N3O2PS, with properties calculated with ωB97M-V/def2-TZVPD.

Last column: Mulliken charge in e.
CARTESIAN COORDINATES (ANGSTROEM)
C: 3.296 1.724 1.614  -0.648
O: 4.011 0.530 1.886  -0.405
C: 4.719 0.081 0.750  -0.572
C: 3.965 -0.980 -0.109  -0.190
C: 2.499 -1.180 0.310  -0.639
C: 1.885 -2.501 -0.233  -0.733
C: 0.345 -2.450 -0.100  -0.327
C: -0.114 -3.173 1.160  -0.694
C: -1.579 -2.927 1.569  -0.909
C: -2.538 -2.595 0.425  -0.283
C: -3.837 -1.987 1.058  -1.357
C: -3.710 -0.460 0.990  0.545
C: -4.446 0.371 2.071  -0.768
C: -4.875 1.633 1.306  0.297
O: -5.568 2.480 1.685  -0.527
N: -4.284 1.639 0.000  -0.305
C: -3.908 0.266 -0.391  -0.451
P: -5.162 -0.440 -1.543  0.038
S: -4.697 -2.180 -2.296  -0.392
H: 2.514 1.513 0.883  0.263
H: 2.811 2.039 2.531  0.228
H: 3.958 2.494 1.218  0.344
H: 5.008 0.932 0.129  0.291
H: 5.649 -0.373 1.085  0.367
H: 4.487 -1.924 0.010  0.360
H: 3.963 -0.685 -1.153  -0.004
H: 2.389 -1.229 1.388  0.266
H: 1.894 -0.369 -0.091  0.289
H: 2.227 -3.299 0.421  0.413
H: 2.198 -2.659 -1.256  0.230
H: -0.081 -2.914 -0.989  0.405
H: 0.030 -1.407 -0.124  0.129
H: 0.507 -2.786 1.973  0.221
H: 0.141 -4.226 1.101  0.390
H: -1.946 -3.854 2.010  0.249
H: -1.657 -2.183 2.361  0.441
H: -2.863 -3.482 -0.106  0.422
H: -2.163 -1.845 -0.259  0.218
H: -4.734 -2.348 0.568  0.433
H: -3.824 -2.219 2.119  0.488
H: -2.662 -0.235 1.197  0.080
H: -5.250 -0.125 2.597  0.441
H: -3.662 0.755 2.716  0.194
H: -3.432 2.186 0.128  0.332
H: -2.924 0.333 -0.834  0.616
H: -5.298 0.474 -2.610  0.114
H: -6.362 -0.447 -0.800  0.074
C: -2.696 7.188 2.624  -1.184
C: -3.645 6.238 1.901  -0.596
C: -3.378 4.764 2.224  0.101
C: -2.018 4.384 1.817  0.232
N: -0.967 4.082 1.501  -0.459
H: -1.660 7.022 2.325  0.339
H: -2.941 8.223 2.388  0.352
H: -2.764 7.062 3.706  0.300
H: -3.559 6.397 0.824  0.305
H: -4.673 6.476 2.179  0.349
H: -4.086 4.128 1.697  -0.087
H: -3.490 4.581 3.294  0.359
C: 5.710 -1.154 -4.599  -0.819
C: 6.495 -2.458 -4.695  -0.434
C: 5.603 -3.699 -4.594  -0.451
C: 4.900 -3.725 -3.305  0.254
N: 4.361 -3.745 -2.303  -0.382
H: 5.210 -1.059 -3.634  0.055
H: 6.378 -0.299 -4.705  0.331
H: 4.954 -1.092 -5.384  0.303
H: 7.248 -2.482 -3.904  0.288
H: 7.030 -2.486 -5.647  0.309
H: 6.202 -4.605 -4.681  0.293
H: 4.864 -3.706 -5.396  0.268

Properties
Net charge ... 0
HOMO-LUMO gap ... 9.1 eV
Largest force on an atom ... 0.0769 hartree/bohr
E_tot ... -52183.089 eV
Highest occupied orbital energy ... -8.7 eV

---

(6)
Below is a gas-phase ion, CH5N2O2 (charge +1), with properties calculated with ωB97M-V/def2-TZVPD.

Last column: Mulliken charge in e.
CARTESIAN COORDINATES (ANGSTROEM)
N: -0.081 -1.353 -0.307  -0.485
C: 0.532 -0.122 -0.121  0.832
N: -0.605 1.015 0.059  -0.330
O: 1.489 0.180 0.741  -0.275
O: 1.693 0.316 -0.650  -0.237
H: 0.331 -2.146 -0.588  0.237
H: -0.697 -1.529 0.461  0.232
H: -1.578 0.503 0.174  0.401
H: -0.629 1.629 -0.652  0.294
H: -0.455 1.508 0.882  0.330

Properties
Net charge ... +1
HOMO-LUMO gap ... 11.8 eV
Largest force on an atom ... 0.1320 hartree/bohr
E_tot ... -8181.835 eV
Highest occupied orbital energy ... -16.0 eV

---

(7)
Below is 5 unconnected molecules or ions with the total composition C26H26N4O2, with properties calculated with ωB97M-V/def2-TZVPD.

Last column: Mulliken charge in e.
CARTESIAN COORDINATES (ANGSTROEM)
O: 42.829 3.239 3.509  -0.539
C: 42.000 4.268 3.562  0.114
C: 40.653 4.115 3.986  -0.684
C: 39.813 5.442 3.996  -0.277
C: 40.411 6.743 3.774  0.448
O: 39.617 7.845 3.625  -0.422
C: 41.716 6.733 3.438  -0.555
C: 42.531 5.632 3.292  -0.792
H: 43.170 3.181 2.662  0.247
H: 40.064 3.135 4.177  0.319
H: 38.704 5.363 3.982  0.377
H: 40.135 8.571 3.495  0.123
H: 42.118 7.587 3.261  1.013
H: 43.605 5.684 3.162  0.603
C: 38.323 11.431 4.622  -0.697
C: 38.949 11.519 3.280  -0.321
C: 40.205 10.985 2.921  -0.186
N: 40.962 10.418 3.886  -0.604
C: 40.503 10.338 5.140  -0.106
C: 39.228 10.759 5.555  -0.350
H: 37.398 11.871 4.847  0.496
H: 38.252 12.035 2.606  0.312
H: 40.432 10.906 1.836  0.363
H: 41.042 9.584 5.695  0.473
H: 38.877 10.755 6.499  0.619
C: 41.166 7.769 7.997  -0.131
C: 39.911 7.336 7.531  -0.057
C: 38.757 8.072 8.000  -0.320
N: 38.828 9.164 8.799  -0.588
C: 40.042 9.632 9.177  -0.212
C: 41.242 8.902 8.813  -0.324
H: 42.009 6.988 7.630  0.234
H: 39.733 6.578 6.756  0.344
H: 37.669 7.912 7.776  0.367
H: 40.057 10.416 9.993  0.320
H: 42.227 9.226 9.170  0.366
C: 45.296 5.886 -0.330  -0.531
C: 44.900 4.510 0.080  -0.080
C: 45.509 3.886 1.134  -0.620
N: 46.510 4.461 1.871  -0.548
C: 46.956 5.675 1.489  -0.201
C: 46.349 6.330 0.405  -0.167
H: 44.937 6.427 -1.136  0.536
H: 44.272 3.777 -0.445  0.332
H: 45.184 2.991 1.510  0.759
H: 47.846 6.069 2.093  0.331
H: 46.668 7.407 0.080  0.204
C: 38.570 3.834 0.463  -0.636
C: 39.293 5.104 0.659  -0.429
C: 38.497 6.237 0.936  -0.147
N: 37.210 6.229 1.265  -0.474
C: 36.497 5.109 1.051  -0.221
C: 37.109 3.911 0.679  -0.208
H: 39.013 2.984 0.382  0.603
H: 40.281 5.066 0.578  0.785
H: 39.020 7.341 1.187  0.119
H: 35.402 5.200 1.109  0.367
H: 36.659 2.855 0.643  0.249

Properties
Net charge ... 0
HOMO-LUMO gap ... 8.6 eV
Largest force on an atom ... 0.2052 hartree/bohr
E_tot ... -37431.877 eV
Highest occupied orbital energy ... -8.1 eV

---

(8)
Below is a molecular structure, C4H11FNNdO4PS2, with properties calculated with ωB97M-V/def2-TZVPD.

Last column: Löwdin spin population.
CARTESIAN COORDINATES (ANGSTROEM)
C: -1.600 1.855 -0.986  0.000
C: -1.224 0.662 -1.880  0.000
C: -1.163 -0.707 -1.175  0.000
C: 0.210 -1.296 -0.958  0.000
N: 1.016 -0.710 0.271  0.003
P: 0.278 -0.793 1.710  0.000
O: -0.603 0.340 2.206  0.000
O: 1.590 -0.906 2.807  -0.007
S: -0.721 -2.509 1.946  -0.022
S: 1.972 0.786 0.154  0.000
O: 1.185 1.813 0.699  0.000
O: 3.205 0.364 0.707  0.000
F: 2.026 0.855 -1.335  0.000
H: -1.770 1.563 0.052  0.000
H: -2.520 2.316 -1.330  0.000
H: -0.846 2.638 -1.004  0.000
H: -1.970 0.570 -2.663  0.000
H: -0.287 0.854 -2.403  0.000
H: -1.730 -0.665 -0.237  0.000
H: -1.673 -1.451 -1.790  0.000
H: 0.178 -2.368 -0.775  0.000
H: 0.864 -1.141 -1.811  0.000
H: -0.322 1.118 2.726  0.000
H: 2.256 -0.184 2.639  0.000
Nd: 1.647 -3.004 2.430  3.026

Properties
Net charge ... +3
HOMO-LUMO gap (alpha / beta) ... 5.7 / 6.4 eV
<S²> ... 3.75
Multiplicity ... 4
Largest force on an atom ... 0.0964 hartree/bohr
E_tot ... -62928.131 eV
Highest occupied orbital energy (alpha / beta) ... -20.0 / -20.0 eV